(1)
58
Properties=species:S:1:pos:R:3:mulliken_spin:R:1 method="wB97M-V/def2-TZVPD" homo_lumo_gap_ev="8.1 / 8.0" homo_ev="-8.35 / -8.39" e_tot_ev=-75542.50151 s_squared=2.02 fmax_ev_per_a=0.48 spin_multiplicity=3
V -0.2765 -1.1262 -0.2100 2.102
O -1.8589 -0.0995 -0.4361 -0.023
C -2.2649 0.8069 0.4427 0.019
C -3.0122 1.8999 -0.0278 -0.016
C -3.4755 2.8690 0.8347 0.011
C -3.2397 2.7804 2.2069 -0.007
C -2.5357 1.7030 2.6943 0.009
C -2.0192 0.7175 1.8383 0.006
C -1.3786 -0.4371 2.4305 0.015
N -0.7386 -1.2818 1.7109 -0.073
N -0.3822 -2.5168 2.2406 0.004
C -0.3457 -3.3606 1.2447 -0.011
O -0.6049 -3.0356 0.0051 0.005
C 0.0064 -4.7766 1.5142 -0.004
C 0.3343 -5.1915 2.8029 -0.001
C 0.6740 -6.5122 3.0390 0.000
C 0.6868 -7.4259 1.9936 -0.001
C 0.3584 -7.0164 0.7101 0.000
C 0.0200 -5.6942 0.4682 0.001
H -3.2134 1.9483 -1.0899 0.001
H -4.0401 3.7037 0.4381 0.000
H -3.6205 3.5378 2.8785 0.000
H -2.3664 1.6021 3.7603 0.000
H -1.5137 -0.6459 3.4894 0.000
H 0.3225 -4.4719 3.6094 -0.001
H 0.9323 -6.8322 4.0401 0.000
H 0.9568 -8.4574 2.1809 0.000
H 0.3697 -7.7265 -0.1065 0.000
H -0.2311 -5.3571 -0.5273 0.001
O 3.8571 -1.3720 -0.3117 0.011
C 2.7856 -0.8169 -0.3044 0.006
O 1.6316 -1.4314 -0.3518 -0.008
C 2.6851 0.7086 -0.2131 0.003
P 0.9719 1.1713 -0.5895 -0.030
C 0.8554 1.0818 -2.4081 -0.032
C 1.8151 0.4508 -3.1962 0.009
C 1.6340 0.3440 -4.5695 -0.002
C 0.4956 0.8621 -5.1663 0.002
C -0.4724 1.4800 -4.3849 -0.001
C -0.2977 1.5819 -3.0157 0.010
C 0.7946 2.9373 -0.2177 -0.003
C 0.2357 3.3145 0.9990 0.000
C 0.1110 4.6564 1.3289 0.000
C 0.5421 5.6297 0.4414 0.000
C 1.1060 5.2615 -0.7736 0.000
C 1.2346 3.9229 -1.1018 0.000
H 3.4230 1.1730 -0.8668 -0.002
H 2.9195 1.0111 0.8100 0.000
H 2.7111 0.0298 -2.7594 0.000
H 2.3892 -0.1491 -5.1672 0.000
H 0.3579 0.7807 -6.2366 0.000
H -1.3681 1.8788 -4.8434 0.000
H -1.0636 2.0559 -2.4123 0.000
H -0.1156 2.5598 1.6884 -0.001
H -0.3347 4.9364 2.2745 0.000
H 0.4383 6.6774 0.6926 0.000
H 1.4465 6.0198 -1.4667 0.000
H 1.6675 3.6410 -2.0540 0.000

=====

(2)
25
Properties=species:S:1:pos:R:3:mulliken_charge:R:1 method="wB97M-V/def2-TZVPD" homo_lumo_gap_ev=10.2 de_lowest_kj_mol=741.5 homo_ev=-9.56 e_tot_ev=-12069.84803 fmax_ev_per_a=9.32 spin_multiplicity=1
C 0.2644 1.8915 1.1190 -0.819
C 0.6832 0.8667 0.0569 1.143
C 1.5815 1.2415 -1.1559 -1.334
C -0.4867 0.0431 -0.4114 -0.438
C -1.8981 0.1150 -0.0718 0.397
C 0.5747 -0.5496 0.4177 1.515
C 0.1334 -1.1528 1.6647 -2.124
C 1.2770 -1.6517 -0.3184 -1.707
H -0.7187 2.6352 0.6342 0.207
H -0.2735 0.9797 2.0860 0.204
H 1.2259 2.5710 1.4952 0.289
H 1.1670 0.4990 -2.2156 0.166
H 2.7979 0.9661 -1.0255 0.227
H 1.6682 2.2747 -1.5226 0.422
H -0.4551 -0.1261 -1.5539 -0.082
H -2.5672 -0.8502 -2.1185 0.293
H -3.8239 -0.4545 -0.9375 0.307
H -0.5333 -0.4210 1.9878 0.315
H 0.9680 -1.1135 2.2473 0.590
H -0.3188 -2.1236 1.4750 0.448
H 2.1901 -1.7961 -0.0364 0.489
H 1.1852 -1.7074 -1.4356 0.384
H 0.4831 -2.5609 -0.1929 0.327
N -2.7253 -0.1289 -1.1175 -0.648
O -2.3990 0.5531 0.9297 -0.569

=====

(3)
30
Properties=species:S:1:pos:R:3:mulliken_charge:R:1 method="wB97M-V/def2-TZVPD" homo_lumo_gap_ev=10.3 de_lowest_kj_mol=165.7 homo_ev=-9.71 smiles="CC(C)[C@H](NC(=O)[C@@H](N)CO)C(=O)O" e_tot_ev=-19725.06237 fmax_ev_per_a=4.88 spin_multiplicity=1
C 0.7963 2.4028 -0.3754 -1.623
C 1.7485 1.2762 -0.0363 0.531
C 1.8060 1.0767 1.4516 -1.446
C 1.5584 -0.1020 -0.7091 0.034
N 0.2971 -0.6456 -0.2561 -0.050
C -0.9779 -0.3040 -0.7354 0.144
O -1.1356 0.7110 -1.5245 -0.689
C -2.0174 -1.2605 -0.1450 0.207
N -1.6506 -1.2328 1.3003 -0.699
C -3.4940 -0.9469 -0.5922 -0.720
O -3.8036 0.3903 -0.1642 -0.560
C 2.6587 -1.1305 -0.6069 0.114
O 3.8297 -1.0063 -0.9172 -0.611
O 2.3157 -2.3245 -0.0280 -0.461
H 0.6457 2.4927 -1.4211 0.336
H -0.0792 2.4231 0.2344 0.328
H 1.4409 3.2644 0.0536 0.462
H 2.7333 1.6774 -0.2233 0.470
H 0.9523 0.6308 1.9478 0.238
H 2.5821 0.2987 1.6279 0.349
H 1.9366 2.0550 1.9823 0.396
H 1.3453 0.0131 -1.8091 0.543
H 0.2726 -1.2653 0.5272 0.425
H -1.7958 -2.3283 -0.4923 0.260
H -2.5650 -1.6277 1.7314 0.346
H -1.6937 -0.2105 1.5499 0.233
H -3.5567 -1.0233 -1.6324 0.350
H -4.2394 -1.5836 -0.0885 0.376
H -3.1695 0.9993 -0.5513 0.354
H 3.2590 -2.7197 -0.0978 0.365

=====

(4)
124
Properties=species:S:1:pos:R:3:mulliken_charge:R:1 method="wB97M-V/def2-TZVPD" homo_lumo_gap_ev=3.6 de_lowest_kj_mol=548.7 homo_ev=-7.09 e_tot_ev=-65344.60126 fmax_ev_per_a=16.28 spin_multiplicity=1
C 2.3948 -3.1537 2.4044 -1.235
C 2.8529 -1.8229 3.1339 1.134
C 3.1990 -0.6716 2.1453 -0.510
C 3.4199 0.7320 2.8465 -0.873
C 2.0996 1.1275 3.5639 -0.533
C 1.6256 0.1491 4.5802 1.203
N 1.8386 -1.2459 4.0949 1.040
O 1.3650 -2.1288 4.8307 -0.385
C 0.0687 0.2596 4.9232 -1.182
C 2.2846 0.3054 5.9377 -1.656
C 4.1347 -2.1516 3.9754 -1.689
H 3.0688 -3.2931 1.4755 0.207
H 1.5171 -2.9573 1.7259 0.129
H 2.2204 -3.9560 3.0957 0.503
H 2.3844 -0.5608 1.4647 0.035
H 4.0417 -0.7285 1.4728 0.324
H 3.7902 1.4264 2.0438 0.219
H 4.1482 0.6299 3.7308 0.235
H 1.4303 1.4624 2.8316 -0.309
H 2.2668 2.0717 4.1209 0.621
H -0.3396 -0.3486 5.7239 0.378
H -0.5650 -0.1847 4.1693 0.396
H -0.1134 1.4875 5.0295 0.170
H 3.3937 0.6396 5.9781 0.301
H 2.3933 -0.6146 6.4057 0.531
H 2.0575 1.3248 6.3069 0.452
H 4.8122 -2.4731 3.2596 0.570
H 4.2117 -3.0933 4.7160 0.304
H 4.7125 -1.3958 4.4633 0.350
B -0.4118 -0.6300 0.0907 1.867
H -1.3011 -0.6633 -0.8807 -0.433
H 0.0584 0.4644 0.1413 -0.744
H -0.9941 -0.6761 1.1120 -0.734
H 0.3164 -1.6119 -0.0219 -0.486
N -5.2491 -3.0012 -4.4035 -0.157
C -5.7263 -2.0301 -3.5375 -0.694
C -4.5680 -1.3725 -2.8690 -0.650
C -3.2530 -2.0089 -3.4768 0.041
C -3.8994 -3.2774 -4.3189 -0.768
H -6.0051 -3.8007 -4.7938 0.323
H -6.8121 -1.8702 -3.4504 0.378
H -4.4368 -0.4816 -2.2908 0.498
H -2.1864 -2.0204 -3.4050 0.293
H -3.6595 -4.0885 -4.7784 0.664
N -0.8904 0.1759 -5.2572 0.085
C -0.1956 0.1150 -4.0338 -0.516
C 1.1074 0.8392 -4.5226 -0.330
C 0.9964 1.2890 -5.8569 -0.952
C -0.4491 0.9725 -6.2582 -0.284
H -1.8691 -0.1537 -5.0960 0.165
H -0.6742 -0.3364 -3.2565 0.533
H 1.9527 1.0561 -3.8681 0.424
H 1.6368 1.7148 -6.5861 0.491
H -1.0655 0.8483 -7.1568 0.413
N 1.3230 4.6407 1.6951 -0.118
C 1.5877 5.4832 2.7686 -0.950
C 0.7530 4.9260 4.0036 -1.322
C -0.1997 3.8969 3.4084 -0.501
C 0.3908 3.6692 2.0589 -0.011
H 1.6340 4.7380 0.7655 0.548
H 2.1331 6.2773 2.6983 0.749
H 0.8779 5.4370 4.9297 0.474
H -1.0648 3.3842 3.7751 0.796
H 0.0035 2.8953 1.3717 0.390
N -1.7070 2.8143 -1.8913 0.353
C -1.5293 3.0769 -3.1396 0.092
C -1.6046 4.5896 -3.3983 -0.615
C -1.8963 5.1242 -2.0507 -0.832
C -1.8167 3.9119 -1.0339 -0.535
H -1.7694 1.9165 -1.5513 0.268
H -1.4828 2.2581 -3.9419 0.199
H -1.6750 5.0757 -4.4044 0.374
H -2.0485 6.2418 -1.9825 0.294
H -2.0008 3.7068 -0.0251 0.364
N -3.6236 -3.1678 1.2578 0.143
C -3.9584 -4.0054 0.2133 -0.783
C -4.8598 -5.0667 0.9070 -0.712
C -4.9428 -4.8115 2.3150 -0.907
C -4.0831 -3.4932 2.4745 -0.634
H -2.9117 -2.2844 0.8585 0.158
H -3.7225 -4.0358 -0.7061 0.888
H -5.1991 -5.8594 0.3540 0.479
H -5.3707 -5.2044 3.0055 0.714
H -3.9935 -2.9589 3.3186 0.596
N 1.2055 4.7368 -1.4535 0.206
C 2.0749 5.8648 -1.2864 -0.411
C 3.3866 5.3745 -0.6072 -0.851
C 3.2731 3.7169 -0.7498 -0.418
C 1.8112 3.5734 -1.2025 0.104
H 0.3320 4.7946 -1.5253 0.336
H 1.8793 6.9875 -1.3183 0.302
H 4.1813 6.0584 -0.1603 0.323
H 4.0082 2.9746 -0.3289 0.393
H 1.2563 2.5677 -1.4564 0.068
N 4.3266 -2.8694 -1.4031 0.051
C 3.3533 -1.8942 -1.6387 -1.402
C 4.1066 -0.6194 -1.6168 0.107
C 5.5702 -0.8751 -1.6746 -1.193
C 5.6660 -2.3797 -1.5287 -0.287
H 4.0118 -3.8843 -1.2212 0.297
H 2.3985 -1.9810 -1.6286 1.245
H 3.5999 0.3947 -1.8565 0.239
H 6.3717 -0.3366 -1.7248 0.613
H 6.5177 -3.1426 -1.6443 0.350
N 0.2668 -4.4883 -4.0629 0.103
C 0.5801 -5.8226 -4.2961 -0.248
C -0.0758 -6.5707 -3.1973 -0.763
C -0.5589 -5.5207 -2.2435 -0.653
C -0.2856 -4.1214 -2.7395 -0.042
H 0.5569 -4.0054 -4.6881 0.039
H 1.0346 -6.0990 -5.2628 0.386
H -0.5853 -7.4766 -3.1780 0.362
H -1.1176 -5.7709 -1.4244 0.626
H -0.3138 -2.9822 -2.3928 0.161
N -4.9851 1.6439 2.1224 0.140
C -4.6761 2.9529 2.1765 -0.966
C -3.2531 3.1877 2.0045 -0.860
C -2.6818 1.8335 1.7749 1.327
C -3.8725 0.8473 1.9894 -1.159
H -5.7752 1.1750 2.2642 0.113
H -5.5872 3.4989 2.4130 0.438
H -2.7094 4.0369 2.0411 0.891
H -1.6909 1.4241 1.3254 -0.196
H -3.9791 -0.2674 1.6709 0.116

=====

(5)
16
Properties=species:S:1:pos:R:3:mulliken_charge:R:1 method="wB97M-V/def2-TZVPD" homo_lumo_gap_ev=8.3 de_lowest_kj_mol=692.3 homo_ev=-9.64 e_tot_ev=-9984.58860 fmax_ev_per_a=5.75 spin_multiplicity=1
C -0.8477 -0.2526 -0.3615 0.336
C -0.4433 1.2949 -0.4492 -0.883
C 1.0529 0.4133 0.8798 -0.855
C 0.2990 -0.8525 0.3330 -0.031
H -1.8794 -1.2268 1.1550 0.279
H -3.1829 -0.5699 -1.0000 0.230
H -1.0159 -0.7001 -1.4648 0.366
H -1.1807 1.8726 0.1276 0.372
H -0.4575 1.7032 -1.6051 0.265
H 1.6559 1.1441 -0.8051 0.308
H 2.0887 0.1576 0.9191 0.491
H 0.5022 0.7252 1.7269 0.321
H 0.0701 -1.8026 1.0073 0.304
N -2.1094 -0.1619 0.4808 -0.685
N 1.0468 1.4764 -0.1172 -0.462
F 1.1636 -1.5692 -0.5577 -0.358

=====

(6)
14
Properties=species:S:1:pos:R:3:mulliken_charge:R:1 method="wB97M-V/def2-TZVPD" homo_lumo_gap_ev=7.8 de_lowest_kj_mol=407.3 homo_ev=-7.94 e_tot_ev=-8831.98190 fmax_ev_per_a=0.60 spin_multiplicity=1
C 0.3309 -0.2268 1.5339 -1.294
C 0.3955 0.3633 0.1225 0.576
C -0.0829 1.7547 -0.0259 -0.171
O -0.8828 1.9116 -0.9595 -0.156
C -1.1973 0.4742 -1.7335 -1.045
C -0.4145 -0.3092 -0.9522 0.452
N -0.3985 -1.7210 -1.0374 -0.531
H 0.9181 0.3656 2.2440 0.386
H 0.7378 -1.2408 1.5098 0.321
H -0.7008 -0.2938 1.8877 0.343
H 0.2321 2.6208 0.5618 0.389
H 1.4591 0.4138 -0.1801 0.219
H 0.5406 -2.0964 -1.1244 0.232
H -0.9372 -2.0160 -1.8466 0.278